(1)
{
  "formula": "C22H63N11O11",
  "method": "ωB97M-V/def2-TZVPD",
  "e_above_lowest_ev": 0.353,
  "homo_energy_ev": -8.5,
  "smiles": "COCCNCCOC.COCCNCCOC.COCCNCCOC.NC(N)=O.NC(N)=O.NC(N)=O.NC(N)=O.O",
  "total_energy_ha": -2305.95753,
  "spin_multiplicity": 1,
  "homo_lumo_gap_ha": 0.315,
  "species": ["C", "O", "C", "C", "N", "C", "C", "O", "C", "H", "H", "H", "H", "H", "H", "H", "H", "H", "H", "H", "H", "H", "H", "H", "C", "O", "C", "C", "N", "C", "C", "O", "C", "H", "H", "H", "H", "H", "H", "H", "H", "H", "H", "H", "H", "H", "H", "H", "C", "O", "C", "C", "N", "C", "C", "O", "C", "H", "H", "H", "H", "H", "H", "H", "H", "H", "H", "H", "H", "H", "H", "H", "N", "C", "N", "O", "H", "H", "H", "H", "N", "C", "N", "O", "H", "H", "H", "H", "N", "C", "N", "O", "H", "H", "H", "H", "N", "C", "N", "O", "H", "H", "H", "H", "O", "H", "H"],
  "positions_angstrom": [[-0.779233, 5.220303, 1.514599], [-0.957873, 3.847667, 1.174871], [-0.473977, 3.565705, -0.122038], [1.009806, 3.741073, -0.404377], [1.834883, 3.071273, 0.600772], [3.094120, 3.717786, 0.833170], [3.935995, 2.868121, 1.817861], [3.187829, 2.481038, 2.958728], [3.124041, 3.542536, 3.893095], [0.224553, 5.529258, 1.214337], [-0.927554, 5.379443, 2.578856], [-1.471274, 5.870459, 0.970353], [-1.051477, 4.097540, -0.891821], [-0.823289, 2.554371, -0.350654], [1.231878, 4.811909, -0.403127], [1.202239, 3.348969, -1.406559], [1.366647, 2.636565, 1.378702], [3.039832, 4.738596, 1.239103], [3.680081, 3.855790, -0.080017], [4.789550, 3.451549, 2.174882], [4.304942, 1.995653, 1.279235], [2.575084, 3.250829, 4.785227], [2.612261, 4.438416, 3.523815], [4.101577, 3.931318, 4.194500], [0.625944, -2.502160, -4.698395], [1.581395, -3.173423, -5.491165], [1.189793, -4.485616, -5.940761], [0.922429, -4.482257, -7.423402], [-0.339595, -3.829197, -7.757818], [-0.648289, -3.859198, -9.193006], [-1.909739, -3.089300, -9.482866], [-1.700555, -1.727555, -9.144629], [-2.526148, -0.848475, -9.871002], [1.041825, -1.566434, -4.326046], [0.344982, -3.102836, -3.830732], [-0.241240, -2.227366, -5.311598], [0.366051, -4.910975, -5.364380], [2.062861, -5.081071, -5.667254], [0.738799, -5.533625, -7.684410], [1.773380, -4.165401, -8.035685], [-0.367814, -2.891849, -7.373875], [-0.850161, -4.932196, -9.294711], [0.220995, -3.622890, -9.814398], [-2.833770, -3.486719, -9.045435], [-2.176113, -3.137788, -10.547728], [-2.093495, 0.145805, -9.976354], [-3.473823, -0.741151, -9.331094], [-2.797238, -1.152802, -10.887032], [0.180326, -0.511195, 4.361610], [-0.476440, -1.092077, 5.453979], [-1.794029, -0.612252, 5.644214], [-2.319304, -1.263942, 6.916234], [-1.476912, -1.150891, 8.084269], [-1.549292, 0.221792, 8.597815], [-0.986905, 0.484640, 9.983903], [-1.454429, 1.713852, 10.517648], [-0.845647, 2.008236, 11.758574], [-0.389987, -0.572859, 3.429888], [1.111483, -1.036665, 4.140198], [0.459782, 0.517482, 4.619853], [-2.515466, -0.725186, 4.828015], [-1.702364, 0.481820, 5.727890], [-2.563300, -2.267426, 6.548483], [-3.318653, -0.854853, 7.093021], [-0.527905, -1.178080, 7.716126], [-2.606178, 0.480577, 8.725412], [-1.095069, 0.924442, 7.891819], [0.105567, 0.571517, 9.920323], [-1.222269, -0.359045, 10.640223], [-1.330598, 2.915333, 12.119230], [0.218679, 2.219721, 11.633501], [-1.048104, 1.233583, 12.501947], [0.993010, -0.483543, 0.453855], [1.319295, -0.550918, -0.863157], [1.926151, 0.584777, -1.326491], [0.970694, -1.462476, -1.613317], [0.669058, -1.342686, 0.871477], [1.319611, 0.315268, 0.962312], [2.004257, 1.335828, -0.652059], [1.994532, 0.732457, -2.317244], [1.712929, -5.489337, 3.348933], [1.515881, -4.186588, 2.897609], [2.667300, -3.468302, 2.960315], [0.435829, -3.843937, 2.448378], [0.906266, -6.074381, 3.473657], [2.503841, -5.692166, 3.929138], [3.486465, -3.888297, 3.341079], [2.600813, -2.506856, 2.673407], [-0.697305, 3.002865, -4.866379], [-1.445644, 2.017877, -4.257131], [-0.964108, 1.664468, -3.054123], [-2.504713, 1.622423, -4.737344], [0.273293, 3.222163, -4.751519], [-1.028948, 3.220338, -5.795149], [-1.599468, 1.169212, -2.448076], [-0.025483, 1.842643, -2.759998], [-4.323235, -0.853876, -0.835446], [-2.982232, -0.601295, -0.831203], [-2.365641, -0.933233, -2.016939], [-2.381954, -0.139553, 0.129443], [-4.892763, -0.413073, -0.137919], [-4.784073, -1.325262, -1.588650], [-1.420053, -0.689083, -2.241960], [-3.007004, -1.199450, -2.740444], [1.827712, 1.624473, -4.319722], [2.004448, 1.202143, -5.169439], [2.697132, 1.897163, -3.999801]],
  "forces_ev_per_a": [[0.1707, -0.1301, -0.5558], [0.5382, 0.5660, 0.1747], [-1.2762, -0.7569, -0.9934], [-0.4520, -0.0787, 1.3185], [0.2008, -0.0086, -1.5373], [0.8261, -0.3011, 1.2846], [-0.1854, 0.6382, -0.4487], [0.0923, 0.1627, 0.1358], [-0.3011, 0.6961, 0.2236], [0.0890, 0.1918, 0.3786], [0.0351, -0.2755, 0.0495], [-0.1885, -0.1241, -0.0671], [0.1795, 0.6015, 0.1393], [0.4602, -0.3156, 0.4801], [0.2160, 0.0310, -0.1776], [0.0368, 0.0647, -0.1183], [-0.0632, 0.5942, 0.3081], [-0.5001, 0.0895, 0.0806], [-0.1447, -0.3566, -0.2070], [0.1979, 0.0026, -0.2742], [-0.1725, -0.2950, 0.3371], [0.0727, -0.4339, -0.0883], [-0.2393, -0.1836, -0.3895], [0.2890, -0.4669, -0.0115], [-0.2323, 0.1746, -0.2172], [-0.1773, -0.1593, -0.0491], [1.1307, 0.8973, 0.4754], [-1.1397, -1.1355, -0.2258], [0.2664, 0.7930, 0.3346], [-0.2973, -1.3228, 1.6421], [-0.2444, 0.4469, -1.0630], [0.2911, 0.0604, -0.5913], [-0.9670, 0.4091, 0.3977], [0.2787, -0.1633, 0.0135], [-0.1859, 0.0693, -0.0155], [-0.2412, -0.1785, 0.2401], [-0.3128, 0.3457, -0.1063], [0.0047, -0.3689, -0.4842], [0.3161, -0.1243, -0.0929], [0.1657, 0.3274, 0.2322], [0.1084, 0.1141, -0.2945], [-0.1147, 0.0495, -0.8444], [-0.1912, 0.4518, -0.2221], [0.3835, -0.1047, 0.7813], [0.5263, -0.0896, -0.1911], [0.3558, -0.1168, 0.3552], [-0.0866, 0.1505, -0.0642], [0.3675, -0.4909, -0.0025], [0.4647, 0.2103, -0.2916], [-0.3240, -0.8770, -0.4272], [0.4621, 1.4922, 0.6291], [-1.1478, -0.0589, -1.5207], [0.7157, 0.5201, 0.2540], [-1.1337, 0.7852, 0.3609], [1.0866, -0.3473, -0.0071], [-0.2712, -0.4021, -0.2901], [-0.6276, 0.4836, -0.2302], [-0.2891, 0.2565, 0.1384], [-0.0433, -0.2359, 0.4347], [-0.2006, 0.1664, -0.3317], [0.3734, -0.6784, -0.3016], [-0.1459, 0.0954, 0.2685], [0.5682, -0.4594, 0.8929], [0.1234, 0.2101, 0.3181], [0.0290, -0.7720, 0.1052], [-0.0309, 0.0664, -0.3818], [-0.1538, 0.2106, 0.0488], [0.1521, -0.2803, 0.0948], [-0.1089, 0.0162, 0.1080], [0.0743, 0.0552, -0.0144], [0.1354, -0.2598, 0.1365], [0.2985, -0.2054, -0.0396], [0.4414, -0.5309, -0.2553], [-1.1795, -0.0590, -1.1658], [0.3181, 0.0490, 0.4983], [0.4315, 0.2180, 0.5018], [-0.1486, 0.2547, 0.2725], [-0.1037, -0.2167, 0.5443], [0.2296, 0.4110, -0.3752], [-0.1107, -0.1427, -0.0042], [-0.0104, 0.1865, -0.0854], [-0.5466, -1.7807, 0.0817], [-0.8147, 0.7466, -0.3173], [0.6786, 0.6804, 0.1192], [-0.0918, 0.1841, -0.0446], [0.0164, -0.1134, 0.1269], [0.3644, 0.2975, -0.0048], [0.4393, -0.0690, 0.0760], [-0.6333, 0.5252, -1.5509], [-0.1701, 0.8011, -0.5766], [-0.4449, -0.7321, 0.9567], [0.6077, 0.1289, 0.4101], [0.1180, -0.5240, 0.6224], [-0.0593, -0.0884, 0.1267], [0.2292, -0.0024, -0.0502], [0.0986, 0.0755, -0.0080], [-0.4104, -0.0080, 0.2642], [1.2097, 0.0662, -0.0646], [-1.1651, -0.2087, 0.3685], [-0.3559, 0.1783, -0.2971], [0.1106, -0.1150, 0.1368], [-0.0114, 0.0841, -0.1071], [0.2490, -0.3818, 0.2708], [0.4808, 0.0971, -0.5288], [0.4731, 0.1462, 0.1378], [-0.1274, -0.0829, 0.0757], [-0.0048, -0.0132, -0.1584]],
  "mulliken_charge": [-0.70, -0.29, -0.21, -0.78, 0.52, -0.86, -0.78, -0.26, -0.85, 0.25, 0.27, 0.30, 0.46, -0.14, 0.44, 0.16, 0.20, 0.37, 0.37, 0.39, 0.35, 0.28, 0.31, 0.34, -0.45, -0.32, -0.69, -0.60, -0.24, -0.69, -0.54, -0.28, -0.77, 0.05, 0.30, 0.21, 0.37, 0.39, 0.35, 0.36, 0.21, 0.37, 0.30, 0.33, 0.43, 0.24, 0.30, 0.32, -0.67, -0.39, -0.44, -0.76, -0.36, -0.37, -0.66, -0.29, -0.70, 0.35, 0.10, 0.36, 0.44, 0.30, 0.34, 0.36, 0.34, 0.32, 0.20, 0.30, 0.36, 0.25, 0.29, 0.29, -0.03, 0.53, -0.17, -0.68, 0.03, 0.02, 0.13, 0.13, -0.48, 0.68, -0.34, -0.57, 0.23, 0.16, 0.17, 0.20, -0.39, 0.34, 0.29, -0.70, 0.22, 0.24, 0.15, -0.18, -0.44, 0.63, -0.17, -0.50, 0.22, 0.14, -0.05, 0.16, -0.61, 0.26, 0.29]
}



(2)
{
  "formula": "CH4O3S",
  "method": "ωB97M-V/def2-TZVPD",
  "e_above_lowest_ev": 1.931,
  "homo_energy_ev": -9.2,
  "smiles": "OC(O)OS",
  "total_energy_ha": -664.35116,
  "spin_multiplicity": 1,
  "homo_lumo_gap_ha": 0.363,
  "species": ["O", "C", "O", "O", "S", "H", "H", "H", "H"],
  "positions_angstrom": [[-1.658806, -0.694067, -0.046697], [-0.556115, 0.060875, -0.206631], [-0.767865, 1.323607, 0.340948], [0.547078, -0.460418, 0.636003], [2.030627, -0.200983, -0.031721], [-1.701733, -0.819806, 0.931069], [-0.135445, 0.105375, -1.361588], [-0.412402, 2.090039, -0.108666], [2.654657, -1.404619, -0.152715]],
  "forces_ev_per_a": [[0.3224, -0.4503, 1.0199], [2.6762, 1.3178, -2.0231], [-0.9590, 0.0653, 0.1678], [-0.4441, -0.8978, -0.9331], [0.7442, 0.7133, 0.0330], [-0.3889, -0.0493, -0.8086], [-1.3945, -0.2917, 2.8729], [0.3315, -0.2846, -0.4760], [-0.8877, -0.1225, 0.1473]],
  "mulliken_charge": [-0.47, 0.21, -0.51, -0.27, -0.11, 0.33, 0.34, 0.34, 0.15]
}



(3)
{
  "formula": "C6H11N",
  "method": "ωB97M-V/def2-TZVPD",
  "e_above_lowest_ev": 0.030,
  "homo_energy_ev": -11.4,
  "smiles": "CCC(C#N)CC",
  "total_energy_ha": -289.97057,
  "spin_multiplicity": 1,
  "homo_lumo_gap_ha": 0.453,
  "species": ["C", "C", "C", "C", "N", "C", "C", "H", "H", "H", "H", "H", "H", "H", "H", "H", "H", "H"],
  "positions_angstrom": [[-2.561490, 0.184011, 0.130631], [-1.295923, -0.581282, -0.247022], [-0.000675, 0.065269, 0.273615], [0.058952, 1.471757, -0.157319], [0.105818, 2.567406, -0.525219], [1.252105, -0.681357, -0.216181], [2.564948, -0.011584, 0.181561], [-3.454703, -0.371142, -0.171071], [-2.589625, 1.160057, -0.364592], [-2.621210, 0.356554, 1.211631], [-1.337869, -1.608234, 0.138923], [-1.218227, -0.651339, -1.339773], [-0.013884, 0.072707, 1.373146], [1.207651, -1.705282, 0.177331], [1.191094, -0.753478, -1.309858], [2.616602, 0.166089, 1.262182], [3.419294, -0.635298, -0.097928], [2.677134, 0.955150, -0.320050]],
  "forces_ev_per_a": [[-0.0533, 0.0284, 0.0093], [-0.0135, -0.0395, -0.0404], [-0.0012, -0.0026, 0.0042], [0.0415, 0.9262, -0.3086], [-0.0423, -0.9737, 0.3306], [0.0140, -0.0368, -0.0431], [0.0530, 0.0309, 0.0142], [0.1223, 0.0722, 0.0402], [0.0096, -0.1279, 0.0921], [0.0209, -0.0589, -0.1395], [0.0416, 0.1802, -0.0525], [-0.0423, -0.0361, 0.1587], [0.0033, 0.0075, -0.1565], [-0.0241, 0.1807, -0.0580], [0.0357, -0.0413, 0.1596], [-0.0233, -0.0609, -0.1397], [-0.1198, 0.0785, 0.0373], [-0.0221, -0.1272, 0.0923]],
  "mulliken_charge": [-1.24, -0.64, 0.53, 0.09, -0.51, -0.64, -1.24, 0.38, 0.34, 0.30, 0.36, 0.31, 0.26, 0.36, 0.31, 0.30, 0.38, 0.34]
}